Below is a single C5H14N2O molecule in a non-equilibrium geometry, with properties calculated with ωB97M-V with the def2-TZVPD basis set.

XYZ file:
```
22
Properties=species:S:1:pos:R:3
C 1.056 0.615 -1.225
C -0.223 0.232 -0.501
C -1.263 1.644 -0.394
O -2.435 1.255 0.317
C -0.139 -0.335 0.871
N 0.457 0.477 1.886
C 0.839 -1.797 0.625
N 0.596 -2.695 -0.481
H 1.830 0.987 -0.549
H 1.471 -0.236 -1.771
H 0.863 1.395 -1.969
H -0.857 -0.403 -1.124
H -1.535 1.944 -1.411
H -0.781 2.488 0.112
H -3.043 2.010 0.340
H -1.111 -0.703 1.206
H -0.235 1.074 2.329
H 1.248 1.024 1.566
H 0.644 -2.340 1.555
H 1.893 -1.509 0.651
H 1.116 -2.406 -1.305
H -0.389 -2.720 -0.727
```

Output
SMILES = C[C@H](CO)[C@H](N)CN
Frontier orbital gap = 8.99 eV
Energy above the lowest of the compared OMol25 structures with the same formula, charge and spin = 252.35 kJ/mol

***

Below is 2 unconnected molecules or ions with the total composition C5H14N2O in a non-equilibrium geometry, with properties calculated with ωB97M-V with the def2-TZVPD basis set.

XYZ file:
```
22
Properties=species:S:1:pos:R:3
H -2.108 0.560 1.399
N -1.834 -0.289 0.906
C -0.711 -0.774 1.269
C 0.220 -0.257 2.321
N 1.581 -0.684 2.035
H -0.404 -1.694 0.783
H -0.081 -0.705 3.278
H 0.090 0.837 2.419
H 2.208 -0.407 2.782
H 1.910 -0.251 1.177
C -1.518 -0.143 -1.950
C -0.037 -0.190 -1.887
C 0.620 1.052 -0.957
O 1.975 0.813 -0.645
H -1.894 0.710 -2.506
H -1.906 -0.139 -0.747
H -1.949 -1.071 -2.314
H 0.446 -0.041 -2.854
H 0.324 -1.109 -1.429
H 0.515 1.932 -1.604
H 0.116 1.301 -0.026
H 2.436 0.549 -1.449
```

Output
SMILES = [H]/N=C\CN.CCCO
Frontier orbital gap = 9.92 eV
Energy above the lowest of the compared OMol25 structures with the same formula, charge and spin = 311.05 kJ/mol

***

Below is 2 unconnected molecules or ions with the total composition C5H14N2O, with properties calculated with ωB97M-V with the def2-TZVPD basis set.

XYZ file:
```
22
Properties=species:S:1:pos:R:3
C -0.961 -0.039 -0.576
C -1.931 0.008 0.595
C -0.975 -1.399 -1.260
H -1.242 0.720 -1.328
H 0.103 1.055 -0.263
H -2.906 -0.429 0.342
H -1.532 -0.559 1.443
H -1.984 -1.667 -1.597
H -0.325 -1.433 -2.137
H -2.127 1.029 0.939
H -0.652 -2.185 -0.570
C 1.943 -0.648 -0.707
N 1.016 1.431 0.406
C 1.053 -0.184 0.410
N 0.679 2.015 1.660
O 0.914 -0.726 1.484
H 1.872 1.849 0.044
H 0.842 1.291 2.363
H -0.321 2.184 1.654
H 1.784 -0.088 -1.628
H 2.980 -0.521 -0.378
H 1.771 -1.705 -0.896
```

Output
Frontier orbital gap = 8.52 eV
Energy above the lowest of the compared OMol25 structures with the same formula, charge and spin = 484.30 kJ/mol

***

Below is 2 unconnected molecules or ions with the total composition C5H14N2O in a non-equilibrium geometry, with properties calculated with ωB97M-V with the def2-TZVPD basis set.

XYZ file:
```
22
Properties=species:S:1:pos:R:3
C -1.218 1.911 -1.611
C -1.474 0.444 -1.256
C -2.017 -0.499 -2.046
N -2.235 -1.820 -1.704
H -1.667 2.111 -2.603
H -1.598 2.599 -0.846
H -0.157 2.035 -1.831
H -0.990 0.124 -0.332
H -2.362 -0.187 -3.033
H -3.162 -2.200 -1.906
H -2.009 -1.973 -0.732
C 2.419 1.139 0.390
N 1.709 -0.077 0.841
C 1.536 -0.084 2.277
O 0.840 -1.240 2.720
H 2.043 1.997 0.957
H 2.214 1.422 -0.659
H 3.510 1.179 0.564
H 2.185 -0.916 0.635
H 2.485 -0.076 2.850
H 0.940 0.881 2.540
H 0.055 -1.266 2.156
```

Output
SMILES = C/C=C/N.CNCO
Frontier orbital gap = 8.90 eV
Energy above the lowest of the compared OMol25 structures with the same formula, charge and spin = 260.47 kJ/mol

***

What is the frontier orbital gap in the second record? 9.92 eV